1.
# C4H4S4

A cluster of 2 separate species, C4H4S4 in total in a non-equilibrium geometry (the ωB97M-V functional and the def2-TZVPD basis, OMol25).

Values from the calculation:
**Total charge**: 0
**Energy above the lowest of the compared OMol25 structures with the same formula, charge and spin**: 68.99 kcal/mol
**Electronic energy**: -1747.40434 a.u.
**Multiplicity**: 1
**HOMO level (alpha / beta)**: -7.052 / -6.664 eV
**Strongest force on any atom**: 0.065 Eh/bohr

```
12
C4H4S4, DFT the ωB97M-V functional and the def2-TZVPD basis
C -0.60 1.58 -0.22
C -3.60 0.13 -0.02
C 0.08 0.36 -0.23
C -0.04 -0.08 1.32
S -1.13 2.99 -0.01
S -3.32 -1.07 -0.91
S -4.11 1.33 0.81
S -1.16 -1.36 1.72
H -0.40 -0.36 -0.83
H 1.07 0.65 -0.53
H 1.01 -0.56 1.63
H -0.28 0.91 1.90
```



2.
# C26H73N3O16

A cluster of 9 separate species, C26H73N3O16 in total in a non-equilibrium geometry (the ωB97M-V functional and the def2-TZVPD basis, OMol25).

Values from the calculation:
**Total charge**: 0
**Energy above the lowest of the compared OMol25 structures with the same formula, charge and spin**: 65.71 kcal/mol
**Electronic energy**: -2402.17436 a.u.
**Multiplicity**: 1
**HOMO level**: -8.460 eV
**Strongest force on any atom**: 0.065 Eh/bohr

```
118
C26H73N3O16, DFT the ωB97M-V functional and the def2-TZVPD basis
C 0.45 -4.55 -8.10
O -0.40 -4.54 -7.00
C 0.21 -4.81 -5.71
C -0.29 -4.02 -4.46
C 0.20 -2.56 -4.45
N 0.17 -4.61 -3.19
H 0.66 -3.52 -8.39
H -0.02 -5.02 -8.97
H 1.35 -5.13 -7.93
H 0.07 -5.85 -5.42
H 1.28 -4.65 -5.80
H -1.37 -3.96 -4.31
H 0.00 -1.97 -3.57
H -0.35 -2.05 -5.24
H 1.24 -2.51 -4.79
H 1.18 -4.62 -3.10
H -0.05 -4.08 -2.36
C 0.74 0.36 4.10
O 0.45 -0.74 4.92
C -0.36 -0.46 6.09
C 0.65 -0.35 7.35
C 1.44 -1.60 7.62
N -0.05 -0.19 8.59
H -0.11 0.87 3.65
H 1.41 -0.05 3.35
H 1.28 1.16 4.62
H -0.88 0.49 6.05
H -1.00 -1.33 6.21
H 1.43 0.41 7.21
H 2.00 -1.51 8.56
H 2.27 -1.82 6.95
H 0.78 -2.45 7.78
H -0.72 0.57 8.59
H 0.61 0.09 9.30
C -1.09 5.95 0.79
O 0.18 6.08 1.46
C 0.24 5.53 2.83
C 1.07 4.20 2.80
N 2.28 4.24 2.09
C 2.48 3.28 1.02
C 3.78 3.55 0.32
O 3.80 4.90 -0.16
C 4.92 5.22 -0.94
H -1.98 5.81 1.40
H -1.03 5.24 -0.04
H -1.31 6.88 0.27
H -0.77 5.40 3.22
H 0.62 6.22 3.58
H 0.41 3.37 2.56
H 1.29 4.11 3.87
H 2.36 5.07 1.52
H 1.77 3.45 0.21
H 2.50 2.32 1.53
H 3.91 2.78 -0.44
H 4.54 3.49 1.10
H 5.90 5.25 -0.47
H 4.78 6.26 -1.25
H 5.06 4.65 -1.86
O 0.11 2.81 -4.95
C -0.19 1.69 -4.04
C -1.31 2.16 -3.02
O -2.71 2.04 -3.44
H 0.23 3.66 -4.52
H -0.59 0.84 -4.58
H 0.67 1.37 -3.45
H -1.03 3.14 -2.63
H -1.26 1.46 -2.18
H -2.95 2.84 -3.90
O -5.45 -2.43 -2.67
C -4.38 -3.29 -3.16
C -3.23 -3.02 -2.20
O -2.62 -1.74 -2.51
H -6.25 -2.92 -2.86
H -4.74 -4.32 -3.10
H -4.26 -3.09 -4.22
H -2.51 -3.79 -2.47
H -3.29 -3.02 -1.11
H -3.31 -1.08 -2.59
O -5.14 2.46 3.51
C -3.81 2.19 2.87
C -3.28 3.49 2.29
O -3.23 3.51 0.84
H -5.27 2.01 4.34
H -3.28 1.78 3.72
H -3.99 1.40 2.13
H -2.20 3.48 2.49
H -3.77 4.37 2.71
H -4.05 3.12 0.53
O -0.50 -1.63 -0.63
C 0.02 -0.27 -0.53
C -1.10 0.69 0.08
O -0.77 2.05 -0.02
H -1.09 -1.60 -1.39
H 0.83 -0.38 0.18
H 0.40 0.16 -1.46
H -1.18 0.46 1.14
H -2.01 0.58 -0.51
H -1.57 2.56 0.09
O 3.18 -4.12 -2.74
C 3.97 -3.03 -2.39
C 3.17 -1.78 -1.87
O 2.68 -1.07 -3.04
H 3.66 -4.94 -2.71
H 4.65 -3.28 -1.57
H 4.81 -2.79 -3.05
H 3.85 -1.08 -1.38
H 2.34 -2.07 -1.23
H 2.11 -1.67 -3.52
O -0.38 -2.31 2.95
C -0.37 -3.76 2.80
C -0.02 -4.25 1.37
O 1.16 -3.47 0.93
H 0.11 -2.05 3.74
H 0.44 -4.03 3.48
H -1.25 -4.36 2.99
H -0.89 -4.04 0.74
H 0.02 -5.32 1.17
H 0.83 -2.57 1.06
```